# C28H58GeN4O4Ti

A molecular structure, C28H58GeN4O4Ti (the ωB97M-V functional and the def2-TZVPD basis, the Open Molecules 2025 dataset).

Computed properties:
Charge: +2
Relative energy (zero: lowest compared OMol25 entry of this formula, charge and spin), kcal per mole: 0.0
<S²>: 2.004
Multiplicity: 3
Kohn-Sham gap (alpha / beta), eV: 7.72 / 8.15

The geometry in XYZ format:
```
96
Properties=species:S:1:pos:R:3:forces:R:3
Ti -1.758 -0.257 -1.961 0.1 -0.1 -0.4
C -0.768 4.260 -1.031 0.0 0.0 0.0
C -1.485 2.952 -0.713 -0.1 -0.1 0.0
C -1.314 2.636 0.784 -0.2 0.0 0.0
C -2.355 1.767 1.531 0.2 0.0 0.0
C -3.790 2.233 1.343 0.0 0.0 0.0
C -1.986 1.663 3.001 0.0 0.1 0.0
N -2.175 0.395 0.890 0.2 -0.4 -0.1
C -3.038 -0.789 1.195 0.0 0.1 0.0
C -2.394 -2.058 0.620 0.1 0.1 0.1
N -2.086 -2.080 -0.843 -0.3 0.0 -0.3
C -3.376 -2.355 -1.596 -0.1 -0.1 -0.2
C -3.401 -1.965 -3.095 0.3 0.1 -0.3
O -4.193 -2.440 -3.840 0.1 0.0 0.2
O -2.460 -1.045 -3.475 -0.4 -0.5 0.4
C -1.061 -3.179 -1.167 -0.1 0.0 0.0
C 0.006 -3.348 -0.104 0.1 -0.1 0.1
C -0.412 -3.054 -2.556 0.0 0.0 -0.1
C 0.648 -1.955 -2.909 -0.2 0.0 0.1
C 0.586 -1.758 -4.424 0.0 0.0 0.1
C 2.063 -2.371 -2.520 0.1 -0.1 0.0
N 0.338 -0.655 -2.167 0.0 0.1 -0.1
C 0.861 0.605 -2.766 0.0 0.0 0.1
C 0.402 1.826 -1.958 0.1 -0.1 -0.1
N -1.066 1.848 -1.692 0.0 -0.1 -0.2
C -1.923 2.024 -2.909 -0.2 0.0 0.0
C -3.396 1.681 -2.502 -0.1 -0.1 0.6
O -4.353 2.211 -2.963 0.2 0.1 -0.2
O -3.425 0.738 -1.531 0.2 0.2 -0.2
H -1.278 5.076 -0.523 0.0 0.0 0.0
H -0.778 4.493 -2.093 0.0 0.0 -0.1
H 0.266 4.256 -0.687 0.1 0.0 0.0
H -2.549 3.104 -0.907 0.1 0.0 0.0
H -1.316 3.597 1.302 0.0 0.0 0.0
H -0.324 2.218 0.955 0.2 -0.1 0.1
H -3.839 3.299 1.566 0.0 0.0 0.0
H -4.459 1.730 2.040 0.0 0.0 0.0
H -4.160 2.074 0.334 0.0 0.0 -0.1
H -2.011 2.656 3.446 0.0 0.0 0.0
H -0.981 1.263 3.135 0.1 0.0 0.0
H -2.692 1.045 3.553 0.0 0.0 0.0
H -1.159 0.137 1.004 -0.5 0.1 -0.2
H -2.412 0.621 -0.089 -0.1 0.2 0.0
H -4.030 -0.567 0.799 0.0 0.0 0.0
H -3.104 -0.910 2.277 0.0 0.0 -0.1
H -3.030 -2.916 0.868 0.0 0.1 0.0
H -1.451 -2.184 1.153 -0.1 0.0 0.0
H -4.184 -1.776 -1.135 0.1 -0.1 0.0
H -3.637 -3.417 -1.548 0.1 0.1 0.1
H -1.651 -4.103 -1.191 0.1 0.0 -0.1
H 0.492 -2.408 0.156 0.0 0.1 0.0
H 0.773 -4.012 -0.495 0.0 0.0 0.0
H -0.365 -3.808 0.810 0.0 0.0 0.0
H -1.181 -3.039 -3.321 -0.1 0.0 -0.1
H 0.099 -4.010 -2.700 0.0 0.0 0.0
H 0.658 -2.737 -4.898 0.0 0.0 0.0
H 1.421 -1.167 -4.794 0.0 0.1 0.0
H -0.354 -1.315 -4.748 -0.1 0.0 0.0
H 2.302 -3.337 -2.961 0.0 0.0 0.0
H 2.197 -2.452 -1.441 0.0 0.0 0.0
H 2.793 -1.656 -2.898 0.0 0.1 0.0
H 0.799 -0.756 -1.261 0.0 0.1 0.0
H 0.504 0.681 -3.792 0.0 -0.1 0.0
H 1.955 0.596 -2.805 -0.1 0.1 0.0
H 0.728 2.722 -2.494 0.0 0.0 0.1
H 0.902 1.814 -0.985 -0.1 0.1 0.0
H -1.603 1.343 -3.721 0.0 0.1 0.1
H -1.893 3.035 -3.323 0.0 -0.1 0.0
C 4.546 -2.222 1.090 0.1 0.0 -0.1
C 3.437 -2.943 1.842 0.0 -0.1 0.0
C 2.843 -2.134 3.000 -0.1 0.0 0.1
C 1.466 -1.506 2.705 0.1 0.0 0.1
Ge 1.422 -0.059 1.382 0.1 0.0 0.2
C 1.953 1.698 2.062 0.1 0.1 0.0
C 3.432 1.697 2.481 0.0 0.0 -0.1
C 3.854 3.011 3.138 0.0 0.0 -0.1
C 3.187 3.256 4.483 0.0 0.0 0.0
H 4.922 -2.823 0.263 0.0 0.0 0.0
H 5.386 -2.020 1.753 0.0 0.0 0.0
H 4.222 -1.263 0.681 0.0 0.0 0.0
H 3.845 -3.877 2.233 0.0 0.0 0.0
H 2.636 -3.239 1.154 0.0 0.0 0.0
H 3.555 -1.371 3.315 0.0 0.1 0.0
H 2.700 -2.779 3.870 0.0 0.0 0.0
H 1.036 -1.091 3.621 0.0 0.1 0.0
H 0.789 -2.296 2.382 -0.1 0.0 0.0
H 2.220 -0.376 0.092 0.0 0.0 -0.1
H 1.320 1.962 2.910 -0.1 0.0 0.0
H 1.794 2.458 1.294 0.0 0.1 0.0
H 4.055 1.510 1.601 0.0 0.0 0.0
H 3.619 0.878 3.179 0.0 0.0 0.0
H 3.640 3.838 2.455 0.0 0.0 0.0
H 4.938 2.997 3.266 0.0 0.0 0.0
H 2.124 3.480 4.385 0.0 0.0 0.0
H 3.641 4.101 4.996 0.0 0.0 0.0
H 3.289 2.387 5.134 0.0 0.0 0.0
```
Positions in Å, forces in eV/Å.

***

# ClF2OS

2 unconnected molecules or ions with the total composition ClF2OS (the ωB97M-V functional and the def2-TZVPD basis, the Open Molecules 2025 dataset).

Computed properties:
Charge: +1
Relative energy (zero: lowest compared OMol25 entry of this formula, charge and spin), kcal per mole: 45.2
Multiplicity: 1
Kohn-Sham gap, eV: 7.00

The geometry in XYZ format:
```
5
Properties=species:S:1:pos:R:3:forces:R:3
O 0.506 0.216 -1.276 0.1 -0.4 -0.8
F -0.463 -1.095 1.304 0.0 -0.2 -0.3
F -0.904 1.480 0.244 2.0 -0.7 -0.4
S 0.525 0.884 -0.065 -2.4 0.8 1.3
Cl -1.053 -2.503 0.624 0.2 0.5 0.2
```
Positions in Å, forces in eV/Å.

***

# C5H27NO9S

9 unconnected molecules or ions with the total composition C5H27NO9S (the ωB97M-V functional and the def2-TZVPD basis, the Open Molecules 2025 dataset).

Computed properties:
Structure (SMILES): CN[C@H](C=O)CCS.O.O.O.O.O.O.O.O
Charge: 0
Relative energy (zero: lowest compared OMol25 entry of this formula, charge and spin), kcal per mole: 51.0
Multiplicity: 1
Kohn-Sham gap, eV: 8.48

The geometry in XYZ format:
```
43
Properties=species:S:1:pos:R:3:forces:R:3
C -1.656 -2.416 -1.334 -1.9 0.6 0.9
N -2.020 -2.284 0.099 0.4 0.7 -0.2
C -1.040 -1.774 1.054 -0.7 -0.5 -0.4
C -1.632 -1.553 2.472 0.0 -0.2 0.0
C -0.787 -0.462 3.126 -1.1 2.2 -1.2
S -1.653 1.217 2.874 0.1 -0.2 -0.1
C 0.203 -2.654 1.103 -0.7 0.0 0.1
O 0.562 -3.221 0.101 0.5 -0.3 0.3
H -0.877 -1.705 -1.580 0.1 0.0 -0.1
H -1.398 -3.404 -1.642 0.7 -0.7 0.0
H -2.589 -2.186 -1.883 0.5 0.2 -0.1
H -2.635 -2.992 0.455 0.1 -0.3 0.0
H -0.698 -0.796 0.655 -0.2 -0.2 0.3
H -1.544 -2.451 3.129 -0.2 0.3 -0.7
H -2.711 -1.302 2.360 0.7 -0.1 0.3
H 0.059 -0.321 2.470 0.8 -0.2 0.8
H -0.626 -0.457 4.182 0.4 -0.7 0.4
H -0.603 2.092 2.932 -0.3 -0.7 0.0
H 0.749 -2.717 2.059 -0.2 -0.4 -0.2
H -0.265 0.942 -0.966 -0.2 0.4 0.0
H -0.242 2.375 -0.238 -0.5 -1.3 -0.4
O 0.273 1.555 -0.453 0.5 0.3 0.8
H -3.195 1.800 -0.304 0.5 -0.1 -0.2
H -4.404 2.180 -1.038 -0.1 0.1 -0.5
O -3.461 2.050 -1.201 -0.8 -0.3 0.7
H 2.229 -0.960 1.043 -0.2 -0.4 -0.1
H 3.279 -1.244 2.022 -0.1 -0.4 0.3
O 2.388 -1.550 1.799 1.0 1.2 -0.2
H 2.145 3.207 -2.129 -0.5 0.8 0.1
H 0.880 2.987 -1.338 0.5 0.6 -0.7
O 1.327 3.685 -1.874 0.4 -1.0 0.3
H 1.909 1.435 -2.767 -0.1 -0.5 0.0
H 3.203 0.605 -3.007 -0.2 -0.3 -0.1
O 2.859 1.487 -2.897 0.2 1.0 -0.5
H -0.883 4.199 -1.445 -0.2 -0.1 -0.1
H -2.241 3.367 -1.446 0.2 0.0 0.1
O -1.429 3.569 -0.956 0.4 0.7 0.2
H 3.021 0.907 0.159 -0.6 0.0 -0.2
H 4.234 0.790 -0.689 -0.4 -0.4 -0.3
O 3.369 0.360 -0.556 1.3 0.6 1.1
H 2.615 -0.905 -1.554 -0.8 -0.8 0.9
H 1.475 -2.028 -1.058 0.9 0.3 -0.1
O 1.815 -1.426 -1.742 -0.6 0.1 -1.0
```
Positions in Å, forces in eV/Å.

***

# C3H6N2O

C3H6N2O in the gas phase (the ωB97M-V functional and the def2-TZVPD basis, the Open Molecules 2025 dataset).

Computed properties:
Structure (SMILES): [H]/N=C/NC(C)=O
Charge: 0
Relative energy (zero: lowest compared OMol25 entry of this formula, charge and spin), kcal per mole: 59.7
Multiplicity: 1
Kohn-Sham gap, eV: 10.60

The geometry in XYZ format:
```
12
Properties=species:S:1:pos:R:3:forces:R:3
C -1.884 0.454 0.088 -1.2 -2.1 -1.8
C -0.432 0.604 0.364 -1.2 0.9 0.5
O -0.117 1.549 1.069 1.3 -0.6 -0.3
N 0.251 -0.401 -0.258 -1.3 -0.3 -0.4
C 1.684 -0.409 -0.080 -0.5 -0.5 -0.4
N 2.450 -1.276 -0.585 -0.3 0.1 0.0
H -1.993 -0.534 -0.683 -0.9 2.6 1.8
H -2.420 0.253 1.025 0.0 0.0 -0.4
H -2.266 1.359 -0.399 -0.1 -0.4 0.1
H -0.734 -0.943 -0.763 5.2 0.9 1.3
H 2.039 0.434 0.553 -0.7 -0.4 -0.4
H 3.423 -1.089 -0.331 -0.3 0.0 0.0
```
Positions in Å, forces in eV/Å.

***

# C27H33MoN7OS

A molecular structure, C27H33MoN7OS (the ωB97M-V functional and the def2-TZVPD basis, the Open Molecules 2025 dataset).

Computed properties:
Charge: +2
Relative energy (zero: lowest compared OMol25 entry of this formula, charge and spin), kcal per mole: 0.0
<S²>: 2.017
Multiplicity: 3
Kohn-Sham gap (alpha / beta), eV: 6.86 / 7.23

The geometry in XYZ format:
```
70
Properties=species:S:1:pos:R:3:forces:R:3
Mo 0.308 0.756 -0.161 -0.1 -0.3 -0.1
C -0.947 -5.141 -3.598 0.0 0.0 0.0
C -0.991 -3.964 -2.669 0.0 0.1 0.0
C -1.122 -4.146 -1.290 0.0 0.0 0.0
C -1.119 -3.071 -0.429 0.0 0.0 0.0
C -1.014 -1.765 -0.910 0.0 -0.1 -0.1
N -0.933 -0.695 0.017 0.1 0.3 0.1
C -1.912 -0.610 1.042 -0.1 0.0 0.0
C -3.259 -0.806 0.740 0.0 0.0 0.1
C -4.228 -0.688 1.716 0.0 0.0 0.0
C -3.900 -0.341 3.026 0.1 0.0 0.0
C -4.958 -0.163 4.074 0.0 0.0 0.0
C -2.560 -0.128 3.325 0.0 0.0 -0.1
C -1.576 -0.277 2.356 0.0 0.0 0.0
N -0.217 -0.100 2.749 0.0 0.0 0.0
C 0.340 -0.393 3.937 0.0 0.0 0.0
C 1.649 0.040 3.914 0.0 0.0 0.0
C 1.817 0.593 2.650 0.0 0.0 0.0
N 0.684 0.512 1.949 0.0 0.0 -0.1
C -0.909 -1.574 -2.286 0.0 0.0 0.0
C -0.876 -2.669 -3.147 0.0 0.0 0.1
N -0.871 -0.270 -2.866 0.1 0.0 0.0
C -1.304 0.083 -4.093 0.0 0.0 0.0
C -0.981 1.405 -4.297 0.0 0.0 0.0
C -0.344 1.800 -3.124 -0.1 0.0 0.0
N -0.283 0.787 -2.261 0.1 0.0 0.1
H -1.777 -5.820 -3.403 0.0 0.0 0.0
H -0.024 -5.706 -3.460 0.0 0.0 0.0
H -0.999 -4.830 -4.639 0.0 0.0 0.0
H -1.209 -5.149 -0.891 0.0 0.0 0.0
H -1.201 -3.226 0.640 0.0 0.0 0.0
H -3.536 -1.065 -0.274 0.0 0.0 0.0
H -5.265 -0.856 1.453 0.0 0.0 0.0
H -5.901 -0.603 3.756 0.0 0.0 0.0
H -5.132 0.897 4.267 0.0 0.0 0.0
H -4.666 -0.626 5.016 0.0 0.0 0.0
H -2.275 0.170 4.326 0.0 0.0 0.0
H -0.228 -0.894 4.702 0.0 0.0 0.0
H 2.372 -0.039 4.706 0.0 0.0 0.0
H 2.690 1.042 2.203 0.0 0.0 0.0
H -0.745 -2.504 -4.208 0.0 0.0 0.0
H -1.828 -0.620 -4.717 0.0 0.0 0.0
H -1.189 1.997 -5.170 0.0 0.0 0.0
H 0.054 2.762 -2.847 0.0 0.0 0.0
S 2.109 -0.833 -0.812 -0.1 0.1 -0.1
C 3.678 -0.167 -0.499 0.1 -0.1 0.1
N 3.954 1.126 -0.632 -0.1 0.1 0.0
C 5.306 1.685 -0.477 0.0 0.0 0.0
C 6.094 0.824 0.492 0.0 0.0 0.0
C 6.039 -0.625 0.045 0.0 0.0 0.0
N 4.636 -1.010 -0.151 -0.1 0.0 0.0
H 3.243 1.711 -1.044 0.1 -0.1 0.0
H 5.203 2.706 -0.116 0.0 0.0 0.0
H 5.791 1.717 -1.455 0.0 0.0 0.0
H 5.680 0.917 1.498 0.0 0.0 0.0
H 7.128 1.163 0.529 0.0 0.0 0.0
H 6.460 -1.291 0.795 0.0 0.0 0.0
H 6.587 -0.776 -0.887 0.0 0.0 0.0
H 4.364 -1.974 -0.031 0.0 0.0 0.0
C -2.390 2.995 -0.444 -0.1 0.1 0.0
C -1.021 3.624 -0.310 0.3 -0.2 0.0
C -0.891 4.534 0.890 -0.1 0.1 0.0
O -0.031 2.569 -0.160 0.1 -0.1 0.1
H -3.147 3.776 -0.519 0.0 0.0 0.0
H -2.618 2.395 0.442 0.0 0.0 0.0
H -2.467 2.365 -1.331 0.0 0.0 0.0
H -0.740 4.160 -1.221 -0.1 0.1 0.0
H -1.120 3.991 1.808 0.0 0.0 0.0
H -1.595 5.362 0.800 0.0 0.0 0.0
H 0.112 4.950 0.964 0.0 0.0 0.0
```
Positions in Å, forces in eV/Å.

***

# C27H53BBr4F4N2O11

8 unconnected molecules or ions with the total composition C27H53BBr4F4N2O11 (the ωB97M-V functional and the def2-TZVPD basis, the Open Molecules 2025 dataset).

Computed properties:
Charge: 0
Multiplicity: 1
Kohn-Sham gap, eV: 8.14

The geometry in XYZ format:
```
102
Properties=species:S:1:pos:R:3:forces:R:3
C 5.673 0.527 1.846 -0.5 1.1 1.3
C 5.840 -0.162 0.556 -0.1 -0.8 -2.4
C 5.139 0.510 -0.672 0.0 -0.3 0.9
N 4.740 -0.449 -1.815 -0.3 0.6 -0.7
C 4.186 0.425 -2.954 -0.1 0.5 0.8
C 3.662 -1.451 -1.348 -0.1 -0.4 0.0
C 4.238 -2.849 -1.600 0.5 -0.1 0.2
C 5.773 -2.665 -1.646 0.0 0.0 -0.6
C 5.904 -1.281 -2.276 0.7 -0.1 0.4
H 6.267 0.023 2.609 -0.1 0.0 0.0
H 4.649 0.621 2.208 -0.2 -0.4 -0.1
H 6.018 1.560 1.794 0.3 0.1 -0.1
H 5.480 -1.191 0.569 0.1 -0.1 0.5
H 6.914 -0.198 0.374 0.1 -0.2 -0.3
H 5.768 1.310 -1.063 -0.1 -0.2 -0.4
H 4.201 0.944 -0.327 0.0 -0.1 -0.2
H 3.500 1.101 -2.444 -0.4 -0.2 -0.3
H 3.704 -0.125 -3.763 -0.1 -0.5 0.5
H 4.909 1.079 -3.442 0.7 -0.3 0.5
H 2.727 -1.334 -1.895 0.3 0.4 -0.1
H 3.401 -1.254 -0.308 0.4 0.1 0.0
H 3.857 -3.231 -2.548 0.1 0.0 -0.1
H 3.930 -3.566 -0.839 0.0 0.2 0.1
H 6.294 -3.302 -2.361 -0.3 -0.5 0.1
H 6.289 -2.845 -0.703 -0.3 0.5 0.1
H 5.894 -1.443 -3.353 -0.4 0.5 0.0
H 6.828 -0.752 -2.040 -0.1 0.0 0.0
B 0.981 0.860 0.227 -2.0 -0.1 1.3
F -0.075 -0.075 0.248 -0.1 -0.4 0.3
F 0.408 2.133 0.433 0.4 0.2 0.0
F 1.908 0.557 1.225 0.4 0.0 0.1
F 1.524 0.791 -1.014 1.4 0.2 -1.9
C -3.042 -2.067 0.714 -0.9 0.6 0.5
O -4.236 -1.352 1.141 0.6 -1.3 -0.1
C -4.260 0.042 0.909 1.2 -0.1 1.3
C -5.400 0.663 1.641 -1.7 -0.3 -0.9
N -6.686 0.302 1.021 0.4 0.4 0.5
C -7.808 0.983 1.654 -0.9 -1.5 0.0
C -9.085 0.083 1.455 -0.3 1.1 -0.4
O -8.897 -1.252 1.856 0.6 -1.2 -1.0
C -9.769 -2.117 1.126 0.5 -0.3 -0.5
H -2.156 -1.846 1.308 0.1 0.8 -0.1
H -2.872 -1.889 -0.348 0.2 0.0 0.0
H -3.153 -3.135 0.904 -0.7 0.0 -0.3
H -4.156 0.258 -0.154 -0.2 0.3 0.0
H -3.482 0.511 1.513 1.2 -0.1 -0.6
H -5.286 1.747 1.663 0.0 0.2 -0.5
H -5.341 0.425 2.703 0.0 -0.6 0.3
H -6.832 -0.697 1.046 0.2 -0.1 0.3
H -7.852 1.946 1.144 -0.8 0.1 0.3
H -7.702 1.128 2.729 0.4 0.1 0.3
H -9.349 0.166 0.401 0.1 -0.4 -0.3
H -10.007 0.326 1.984 0.2 1.3 0.2
H -9.431 -3.152 1.085 0.1 -0.1 1.3
H -9.728 -1.978 0.046 -0.2 1.1 -0.2
H -10.800 -2.032 1.471 -0.1 -0.1 0.0
Br -2.092 -3.823 -4.249 0.1 1.2 0.8
C -1.687 -2.182 -3.156 0.4 -0.3 -0.3
C -0.237 -2.146 -2.752 -0.2 -1.3 -0.1
Br 0.108 -3.671 -1.490 0.1 0.9 -0.5
H -2.304 -2.131 -2.258 -0.3 -0.3 -0.5
H -1.834 -1.313 -3.797 -0.4 -0.2 -0.1
H -0.016 -1.183 -2.291 0.3 -0.2 0.3
H 0.389 -2.397 -3.607 0.1 0.3 0.2
Br -2.042 3.688 4.020 0.4 -0.8 -0.5
C -1.170 1.993 3.465 -0.1 -0.3 0.2
C -0.394 1.354 4.611 -1.1 -0.4 -0.2
Br -1.612 0.249 5.747 0.4 0.5 -0.3
H -0.519 2.100 2.598 0.1 0.8 0.2
H -1.937 1.310 3.101 -0.2 0.2 0.3
H 0.080 2.079 5.273 0.1 -0.3 -0.2
H 0.259 0.603 4.167 0.3 0.3 0.3
C 2.401 3.994 -1.205 0.4 0.3 1.1
C 3.246 3.542 -0.009 -1.4 -1.0 0.5
O 4.587 3.526 -0.450 0.8 0.2 0.3
C 4.637 3.952 -1.704 2.5 0.3 -2.1
O 5.646 4.053 -2.407 -2.2 -0.5 1.9
O 3.423 4.230 -2.140 -0.6 0.7 -2.0
H 1.893 4.919 -0.933 -0.1 0.0 -0.5
H 1.691 3.246 -1.557 0.3 0.1 0.0
H 2.971 2.509 0.200 0.0 0.3 0.7
H 3.109 4.221 0.833 0.3 -0.4 0.1
C 1.445 -2.893 1.564 -0.8 1.4 0.0
C 0.807 -2.403 2.837 -1.4 -0.6 0.8
O 1.841 -2.389 3.780 1.7 0.1 0.6
C 2.905 -3.082 3.289 0.3 -0.6 1.6
O 3.844 -3.486 3.932 -1.1 1.0 -1.0
O 2.699 -3.327 1.993 1.4 -1.0 -0.5
H 1.578 -2.015 0.933 -0.1 -0.5 -0.7
H 0.846 -3.711 1.163 0.5 0.3 -0.4
H 0.126 -3.173 3.199 -0.5 0.2 0.0
H 0.303 -1.437 2.810 0.2 -0.1 -0.2
C -1.916 1.892 -1.925 0.9 0.8 -1.4
C -0.827 2.563 -2.870 -0.8 -0.1 2.0
O -1.627 3.444 -3.680 -0.5 -1.3 -0.6
C -2.869 2.835 -3.797 -2.3 0.3 -1.2
O -3.757 3.026 -4.626 3.1 0.1 1.9
O -3.068 1.967 -2.779 0.4 -0.3 -0.4
H -2.210 2.424 -1.021 0.7 -0.2 0.1
H -1.584 0.861 -1.802 -0.5 0.0 0.6
H -0.292 1.753 -3.365 -0.4 0.1 -0.9
H -0.040 3.094 -2.335 -0.6 0.4 0.0
```
Positions in Å, forces in eV/Å.